Here is a cluster of 2 separate species, H3OPSi in total at a distorted geometry from the Open Molecules 2025 dataset. Energies are from ωB97M-V/def2-TZVPD.

Computed properties:
LUMO (alpha / beta) ... -1.18 / -1.16 eV
HOMO level (alpha / beta) ... -6.98 / -6.98 eV
E_tot ... -707.7337 a.u.
Relative energy (zero: lowest compared OMol25 entry of this formula, charge and spin) ... 74.4 kcal per mole

XYZ file:
```
6
Properties=species:S:1:pos:R:3:mulliken_charge:R:1
O 2.994 0.623 0.518 -0.334
Si -1.185 0.056 -0.175 0.155
P 2.428 -0.261 -0.510 0.354
H -1.262 -1.322 -0.668 -0.060
H -1.088 -0.281 1.386 -0.053
H -1.886 1.185 -0.551 -0.063
```

---

Here is the molecule H3OPSi at a distorted geometry from the Open Molecules 2025 dataset. Energies are from ωB97M-V/def2-TZVPD.

Computed properties:
LUMO (alpha / beta) ... -0.59 / -0.89 eV
HOMO level (alpha / beta) ... -8.09 / -7.96 eV
E_tot ... -707.7967 a.u.
Relative energy (zero: lowest compared OMol25 entry of this formula, charge and spin) ... 34.9 kcal per mole

XYZ file:
```
6
Properties=species:S:1:pos:R:3:mulliken_charge:R:1
O 0.257 0.355 0.048 -0.081
Si 0.011 -1.207 -0.419 0.215
P -0.319 1.831 0.161 0.002
H 0.638 -1.935 0.573 -0.083
H -1.328 -1.742 -0.484 -0.074
H 0.741 2.698 0.121 0.022
```

---

Here is a cluster of 2 separate species, H3OS in total from the Open Molecules 2025 dataset. Energies are from ωB97M-V/def2-TZVPD.

Computed properties:
LUMO (alpha / beta) ... 0.87 / -3.00 eV
HOMO level (alpha / beta) ... -10.64 / -10.21 eV
E_tot ... -475.1632 a.u.
Relative energy (zero: lowest compared OMol25 entry of this formula, charge and spin) ... 0.5 kcal per mole
2S+1 ... 2

XYZ file:
```
5
Properties=species:S:1:pos:R:3:mulliken_charge:R:1
S -0.823 -1.474 -0.766 -0.238
H 0.462 -1.680 -1.094 0.209
H 0.481 1.096 1.321 0.311
H -0.312 0.667 0.075 0.300
O 0.192 1.391 0.464 -0.582
```

---

Here is a cluster of 2 separate species, H3P in total at a distorted geometry from the Open Molecules 2025 dataset. Energies are from ωB97M-V/def2-TZVPD.

Computed properties:
LUMO ... -0.79 eV
HOMO level ... -9.82 eV
E_tot ... -343.0194 a.u.
Relative energy (zero: lowest compared OMol25 entry of this formula, charge and spin) ... 11.9 kcal per mole

XYZ file:
```
4
Properties=species:S:1:pos:R:3:mulliken_charge:R:1
P -0.723 0.015 -0.181 -0.092
H -0.293 -1.260 -0.387 0.059
H -0.097 0.039 1.150 0.066
H 1.113 1.206 -0.581 -0.033
```

---

Here is the molecule H3PS at a distorted geometry from the Open Molecules 2025 dataset. Energies are from ωB97M-V/def2-TZVPD.

Computed properties:
LUMO ... 0.71 eV
HOMO level ... -9.18 eV
E_tot ... -741.3088 a.u.
Relative energy (zero: lowest compared OMol25 entry of this formula, charge and spin) ... 7.5 kcal per mole

XYZ file:
```
5
Properties=species:S:1:pos:R:3:mulliken_charge:R:1
P -0.218 -0.559 -0.585 -0.081
S -0.262 1.158 0.690 -0.252
H 0.937 -1.178 -0.037 0.084
H 0.671 -0.082 -1.745 0.084
H -1.129 0.661 1.677 0.164
```

---

Here is a cluster of 2 separate species, H3PS2 in total at a distorted geometry from the Open Molecules 2025 dataset. Energies are from ωB97M-V/def2-TZVPD.

Computed properties:
LUMO (alpha / beta) ... -0.14 / -2.78 eV
HOMO level (alpha / beta) ... -9.19 / -8.66 eV
E_tot ... -1139.3767 a.u.
Relative energy (zero: lowest compared OMol25 entry of this formula, charge and spin) ... 93.5 kcal per mole

XYZ file:
```
6
Properties=species:S:1:pos:R:3:mulliken_charge:R:1
P 0.139 -1.038 0.604 0.156
S 1.884 -1.471 -0.226 -0.175
S -0.659 0.885 -0.207 -0.292
H 0.226 1.072 -2.288 0.001
H 0.302 -0.195 1.793 0.141
H -1.891 0.748 0.323 0.169
```

---

Here is the molecule H3PS2 at a distorted geometry from the Open Molecules 2025 dataset. Energies are from ωB97M-V/def2-TZVPD.

Computed properties:
LUMO (alpha / beta) ... 0.69 / -3.56 eV
HOMO level (alpha / beta) ... -4.37 / -9.78 eV
E_tot ... -1139.3281 a.u.
Relative energy (zero: lowest compared OMol25 entry of this formula, charge and spin) ... 69.5 kcal per mole
2S+1 ... 3

XYZ file:
```
6
Properties=species:S:1:pos:R:3:mulliken_charge:R:1
P -0.241 0.432 0.114 0.150
S -0.030 -1.319 -0.931 -0.328
S 1.492 1.115 0.428 -0.155
H -0.950 1.262 -0.591 0.089
H -1.147 -0.009 1.064 0.119
H 0.877 -1.481 -0.084 0.125
```

---

Here is a cluster of 2 separate species, H3S3 in total at a distorted geometry from the Open Molecules 2025 dataset. Energies are from ωB97M-V/def2-TZVPD.

Computed properties:
Charge ... -1
LUMO ... 3.61 eV
HOMO level ... -2.97 eV
E_tot ... -1196.4000 a.u.
Relative energy (zero: lowest compared OMol25 entry of this formula, charge and spin) ... 3.1 kcal per mole

XYZ file:
```
6
Properties=species:S:1:pos:R:3:mulliken_charge:R:1
S 1.586 -0.728 0.289 -0.306
H 2.528 0.219 0.312 0.081
S -2.029 0.779 0.274 -0.409
S 0.642 -0.348 -1.605 -0.579
H -1.922 -0.253 1.132 0.089
H -0.805 0.331 -0.402 0.125
```

---

Here is a cluster of 21 separate species, H42O21 in total at a distorted geometry from the Open Molecules 2025 dataset. Energies are from ωB97M-V/def2-TZVPD.

Computed properties:
LUMO ... -0.42 eV
HOMO level ... -10.36 eV
E_tot ... -1605.2682 a.u.
Relative energy (zero: lowest compared OMol25 entry of this formula, charge and spin) ... 97.8 kcal per mole

XYZ file:
```
63
Properties=species:S:1:pos:R:3:mulliken_charge:R:1
O -15.077 10.924 2.110 -0.676
H -14.766 10.404 2.851 0.305
H -14.283 11.150 1.625 0.344
O -9.078 15.480 -1.111 -0.507
H -9.019 15.709 -0.183 0.290
H -9.432 16.265 -1.529 0.256
O -10.874 8.244 0.524 -0.647
H -11.216 9.116 0.719 0.389
H -10.631 7.884 1.377 0.282
O -11.059 14.952 1.208 -0.708
H -11.089 14.178 1.770 0.313
H -11.835 15.456 1.451 0.299
O -14.812 10.802 -2.934 -0.622
H -14.568 11.080 -2.051 0.357
H -15.059 11.612 -3.381 0.308
O -9.709 12.626 2.513 -0.674
H -9.227 12.319 1.745 0.413
H -9.057 12.640 3.215 0.270
O -8.825 16.043 2.283 -0.635
H -9.591 15.677 1.840 0.361
H -8.225 15.303 2.376 0.386
O -7.034 11.509 -4.097 -0.659
H -7.593 12.056 -4.650 0.316
H -7.046 11.941 -3.243 0.436
O -14.919 13.679 -4.309 -0.607
H -15.085 14.582 -4.581 0.258
H -14.400 13.306 -5.021 0.304
O -8.629 14.305 -5.106 -0.629
H -9.177 13.631 -4.702 0.340
H -9.234 15.021 -5.298 0.274
O -10.813 9.286 -3.483 -0.613
H -9.926 9.138 -3.154 0.310
H -11.349 8.638 -3.026 0.309
O -15.051 13.515 -1.215 -0.536
H -15.877 13.919 -0.948 0.275
H -15.005 13.665 -2.159 0.214
O -11.768 10.843 1.779 -0.632
H -12.295 11.424 1.230 0.394
H -11.054 11.396 2.097 0.411
O -7.349 12.877 -1.755 -0.710
H -7.923 13.624 -1.923 0.247
H -6.551 13.264 -1.394 0.310
O -13.518 11.738 -0.163 -0.676
H -12.773 11.860 -0.752 0.286
H -14.042 12.531 -0.272 0.373
O -6.867 13.930 2.404 -0.623
H -6.247 13.501 1.813 0.275
H -6.740 13.489 3.244 0.289
O -14.149 15.213 1.519 -0.617
H -13.936 16.144 1.586 0.336
H -14.268 15.062 0.581 0.333
O -10.344 12.467 -3.752 -0.512
H -10.687 11.574 -3.712 0.212
H -10.615 12.865 -2.926 0.351
O -12.994 17.719 1.412 -0.675
H -12.374 18.373 1.089 0.296
H -13.042 17.879 2.354 0.320
O -11.238 13.006 -1.057 -0.407
H -11.426 13.786 -0.536 0.228
H -10.318 12.813 -0.877 0.143
O -8.504 11.673 0.233 -0.589
H -8.324 10.741 0.352 0.269
H -7.804 11.981 -0.342 0.272
```

---

Here is a structure of composition H43O21 at a distorted geometry from the Open Molecules 2025 dataset. Energies are from ωB97M-V/def2-TZVPD.

Computed properties:
Charge ... +1
LUMO ... -2.84 eV
HOMO level ... -12.76 eV
E_tot ... -1605.4732 a.u.
Relative energy (zero: lowest compared OMol25 entry of this formula, charge and spin) ... 130.5 kcal per mole

XYZ file:
```
64
Properties=species:S:1:pos:R:3:mulliken_charge:R:1
O -0.111 -1.288 0.531 -0.457
H -1.708 2.791 2.661 0.267
H -3.889 -1.100 -3.323 0.316
O -2.070 -2.533 -0.611 -0.741
H -2.572 -3.472 -0.623 0.331
H -4.207 0.393 -1.746 0.279
O 1.070 4.194 1.969 -0.643
H 1.153 4.589 2.838 0.303
H 2.126 -5.142 -0.262 0.297
O 3.507 -2.445 -1.808 -0.524
H 1.225 -4.326 -1.320 0.341
H 0.230 1.317 0.993 -0.045
O -0.241 2.112 -0.933 -0.579
H -0.681 1.523 -4.974 0.253
H 0.616 2.534 -0.644 0.334
O 1.807 -4.254 -0.480 -0.679
H 1.454 2.126 1.174 0.110
H -4.822 0.538 1.808 0.262
O 3.968 -0.952 1.868 -0.601
H -0.565 2.905 -1.390 0.221
H 4.435 -1.118 2.670 0.276
O -3.296 0.360 -1.473 -0.683
H 0.172 -1.920 1.200 0.242
H 1.042 1.121 4.087 0.148
O -3.050 -1.861 2.079 -0.719
H 3.084 3.065 3.194 0.280
H -2.639 -2.164 1.251 0.416
O -0.767 1.710 -4.058 -0.464
H -1.818 1.374 2.318 0.119
H -1.480 2.340 -3.953 0.244
O 2.864 -0.560 -0.595 -0.390
H 3.192 0.086 -1.235 0.286
H 2.264 -0.104 0.077 0.237
O 2.139 -1.344 3.859 -0.625
H 1.973 -1.063 2.946 0.307
H 1.694 -0.617 4.344 0.389
O 3.333 2.384 2.589 -0.607
H -3.981 -2.051 2.064 0.293
H 2.652 2.599 1.827 0.224
O -4.004 0.637 2.377 -0.667
H -3.479 -0.195 2.328 0.505
H -2.866 1.014 -2.075 0.340
O -2.997 -1.392 -3.395 -0.608
H -3.401 3.299 -2.914 0.307
H -2.663 -2.231 -1.398 0.323
O 0.932 -4.470 -2.924 -0.608
H 2.966 -1.623 -1.098 0.504
O 1.427 0.713 -2.633 -0.581
H 1.374 0.861 -3.605 0.260
H 0.858 1.325 -2.177 0.411
O -3.769 2.483 -2.539 -0.613
H -3.109 2.547 -1.845 0.310
H -0.857 -1.768 0.104 0.251
O 1.243 1.160 0.993 0.116
H 4.422 -2.124 -1.946 0.382
H 3.919 -0.030 1.638 0.317
O 0.926 2.020 4.353 -0.542
H -0.051 2.193 4.357 0.288
H 3.551 -3.266 -1.239 0.431
O -1.169 2.131 2.221 -0.376
H 0.176 3.898 1.786 0.242
H -2.526 -0.576 -3.286 0.321
H 0.174 -4.581 -2.398 0.345
H 0.819 -3.771 -3.599 0.326
```

---

Repeat the sixth record exactly.
Here is a cluster of 2 separate species, H3PS2 in total at a distorted geometry from the Open Molecules 2025 dataset. Energies are from ωB97M-V/def2-TZVPD.

Computed properties:
LUMO (alpha / beta) ... -0.14 / -2.78 eV
HOMO level (alpha / beta) ... -9.19 / -8.66 eV
E_tot ... -1139.3767 a.u.
Relative energy (zero: lowest compared OMol25 entry of this formula, charge and spin) ... 93.5 kcal per mole

XYZ file:
```
6
Properties=species:S:1:pos:R:3:mulliken_charge:R:1
P 0.139 -1.038 0.604 0.156
S 1.884 -1.471 -0.226 -0.175
S -0.659 0.885 -0.207 -0.292
H 0.226 1.072 -2.288 0.001
H 0.302 -0.195 1.793 0.141
H -1.891 0.748 0.323 0.169
```

---

- The highest relative energy (zero: lowest compared OMol25 entry of this formula, charge and spin) belongs to which entry?
  H43O21

---

- The lowest relative energy (zero: lowest compared OMol25 entry of this formula, charge and spin) belongs to which entry?
  H3OS

---

- Number 4 is which compound?
  H3P